This record from the OMol25 dataset describes a structure of composition C65H45Cl4N9Pb. The level of theory is wB97M-V/def2-TZVPD.

Element x y z (Å)
1 Pb 0.687 -1.294 0.674
2 Cl 4.783 -4.637 -8.064
3 Cl 2.285 7.329 -3.310
4 Cl 0.337 -10.236 3.140
5 Cl -8.731 0.052 3.089
6 N -0.424 1.872 2.090
7 N 0.748 -3.319 -1.189
8 N -0.317 1.374 -1.573
9 N -1.721 0.205 0.009
10 N -1.259 -2.635 0.993
11 N 3.537 0.876 1.817
12 N 2.668 1.783 2.273
13 N 0.734 -0.525 -2.386
14 N -1.530 2.578 -0.398
15 C 1.878 4.854 -2.285
16 C 0.277 1.346 0.851
17 C -4.762 0.431 2.662
18 C -5.424 -1.544 1.490
19 C 0.368 1.469 5.723
20 C 0.403 1.765 3.313
21 C 0.263 -8.646 2.412
22 C 1.776 1.512 3.342
23 C 1.087 3.763 -1.963
24 C -1.109 -3.989 1.056
25 C -2.050 7.312 0.817
26 C -2.279 1.275 -3.590
27 C -7.067 -0.218 2.612
28 C 1.736 -3.345 -2.125
29 C -0.219 0.317 -2.475
30 C -4.369 -0.718 1.941
31 C 0.617 -0.842 -4.776
32 C 1.689 1.026 5.722
33 C -2.992 -1.017 1.607
34 C 1.740 -2.531 -3.313
35 C 1.303 5.944 -2.916
36 C -1.595 0.929 2.309
37 C -0.045 -6.288 2.618
38 C -2.340 -4.563 1.577
39 C 1.030 -1.890 3.003
40 C -0.438 -0.020 -4.859
41 C 2.480 -3.066 -4.478
42 C 3.873 2.866 0.805
43 C -3.208 -3.547 1.780
44 C 2.849 3.002 1.708
45 C 3.028 -4.871 -6.007
46 C -0.815 4.844 -2.927
47 C -0.862 3.276 1.813
48 C -0.039 5.946 -3.251
49 C 0.449 -8.511 1.046
50 C -1.129 2.560 -1.829
51 C -0.254 1.817 4.543
52 C 0.107 -6.106 1.232
53 C -1.777 4.887 0.255
54 C 2.638 -4.413 -1.842
55 C -0.009 -4.763 0.645
56 C -6.745 -1.311 1.824
57 C -0.810 1.262 -0.182
58 C -2.277 2.315 -2.770
59 C 4.093 -2.728 -6.267
60 C 0.953 -4.367 -0.357
61 C -0.272 3.749 -2.263
62 C 2.342 0.508 6.973
63 C 0.024 -7.539 3.207
64 C -6.080 0.669 3.009
65 C -1.614 5.915 1.170
66 C 2.156 -5.047 -0.718
67 C -2.518 -2.312 1.427
68 C 2.328 -4.384 -4.914
69 C 2.375 1.086 4.527
70 C 1.033 -1.348 -3.467
71 C 3.903 -4.035 -6.679
72 C 0.376 -7.253 0.472
73 C -0.667 4.318 2.704
74 C -2.044 0.099 1.295
75 C -1.387 3.572 0.527
76 C -1.036 5.623 2.396
77 C 3.384 -2.258 -5.174
78 C -1.231 0.208 -3.594
79 C 4.257 1.514 0.912
80 H -0.207 4.134 3.663
81 H 3.538 -1.240 -4.835
82 H -5.190 -2.362 0.823
83 H 1.638 -5.031 -4.390
84 H -2.222 5.095 -0.709
85 H 1.025 -2.983 3.095
86 H 2.250 3.853 1.992
87 H -0.762 0.428 -5.791
88 H 1.523 2.897 -1.481
89 H -2.537 -5.617 1.693
90 H 5.021 0.988 0.363
91 H -1.521 7.668 -0.070
92 H 2.935 4.859 -2.055
93 H 2.603 -5.880 -0.195
94 H -0.473 6.796 -3.760
95 H 0.212 -1.502 3.627
96 H 3.541 -4.641 -2.391
97 H -0.870 6.410 3.122
98 H -3.119 7.339 0.596
99 H -3.135 1.102 -4.236
100 H -4.013 1.152 2.949
101 H -1.731 0.620 3.327
102 H -1.768 -0.734 -3.386
103 H 1.975 -1.525 3.426
104 H -1.860 4.839 -3.210
105 H 4.792 -2.093 -6.797
106 H -7.530 -1.955 1.448
107 H -1.850 8.001 1.638
108 H 0.633 -9.388 0.439
109 H 0.497 -7.151 -0.599
110 H 1.158 -1.129 -5.667
111 H 1.810 0.853 7.860
112 H 2.893 -5.890 -6.347
113 H 0.969 2.111 0.511
114 H 3.422 0.810 4.474
115 H 4.275 3.621 0.150
116 H -3.122 2.991 -2.707
117 H -4.213 -3.628 2.160
118 H -6.342 1.544 3.591
119 H -0.193 1.503 6.649
120 H -1.299 2.094 4.567
121 H 2.334 -0.584 6.970
122 H -0.092 -7.658 4.277
123 H -0.208 -5.417 3.239
124 H 3.380 0.833 7.040

Summary:
max |F|	0.98	eV/Å
net charge	-2
lowest unoccupied orbital energy (spin up / spin down)	3.46 / 3.46	eV
2S+1	1
HOMO energy (spin up / spin down)	-0.62 / -0.55	eV
E_tot	-136880.1040	eV
Kohn-Sham gap (spin up / spin down)	4.08 / 4.01	eV